Version i
Entry from OMol25: C4H7NO in the gas phase (the ωB97M-V functional and the def2-TZVPD basis).

XYZ file:
```
13
Properties=species:S:1:pos:R:3:lowdin_charge:R:1
O 1.8231 -1.2156 0.5353 -0.007
N -0.4739 -1.5705 0.6757 0.106
C 0.3846 0.3691 -1.1078 0.006
C -0.8427 1.2594 -0.1336 -0.012
C 0.6746 -0.7929 0.3550 -0.618
C 0.3354 0.7222 0.4592 -0.186
H -0.2950 -2.5640 0.6016 0.089
H -0.9739 2.3331 -0.1996 0.094
H -0.2665 -0.1946 -1.7584 0.107
H 1.1420 1.3610 0.7959 0.144
H 1.1314 0.9639 -1.6138 0.094
H -1.7364 0.6504 -0.1660 0.087
H -0.9027 -1.3215 1.5565 0.095
```

E_HOMO ... -8.4 eV
Orbital gap ... 9.3 eV

---

Version ii
Entry from OMol25: C4H7NO in the gas phase (the ωB97M-V functional and the def2-TZVPD basis).

XYZ file:
```
13
Properties=species:S:1:pos:R:3:lowdin_charge:R:1
O -1.3853 -1.0510 -0.1689 0.086
N 0.4426 0.3124 0.3310 -0.039
C -0.7801 -0.0166 -0.3417 -0.487
C -1.2493 1.0890 -1.2453 -0.004
C 0.7216 -0.5023 1.5149 -0.129
C 1.4699 -0.7456 0.2751 -0.112
H -2.1461 0.7750 -1.7808 0.082
H 1.1737 0.0605 2.3248 0.105
H 2.4861 -0.3802 0.1584 0.103
H -0.4547 1.3714 -1.9426 0.086
H 1.2146 -1.6471 -0.2783 0.113
H -0.0320 -1.2369 1.7856 0.107
H -1.4612 1.9714 -0.6322 0.088
```

E_HOMO ... -9.8 eV
SMILES string ... CC(=O)N1CC1
Orbital gap ... 10.9 eV

---

Version iii
Entry from OMol25: C4H7NO in the gas phase (the ωB97M-V functional and the def2-TZVPD basis).

XYZ file:
```
13
Properties=species:S:1:pos:R:3:lowdin_charge:R:1
O 3.0675 0.1810 0.2288 0.043
N -1.0626 0.9889 -0.2329 0.017
C 0.8365 -0.6493 -0.2450 -0.125
C -0.3746 -0.1096 0.4871 -0.331
C 1.9610 0.3737 -0.2139 -0.268
C -1.7506 -0.2966 -0.0185 -0.143
H 1.2386 -1.5792 0.1947 0.126
H -2.5909 -0.2752 0.6837 0.108
H -1.8679 -0.9075 -0.9062 0.100
H -0.2718 -0.0172 1.5560 0.135
H 1.6769 1.3866 -0.6271 0.132
H -1.4232 1.6909 0.3918 0.083
H 0.5610 -0.7866 -1.2983 0.124
```

E_HOMO ... -9.5 eV
SMILES string ... O=CC[C@@H]1CN1
Orbital gap ... 10.5 eV

---

Version iv
Entry from OMol25: a molecular structure, C4H7NO (the ωB97M-V functional and the def2-TZVPD basis).

XYZ file:
```
13
Properties=species:S:1:pos:R:3:lowdin_charge:R:1
O 2.0482 -1.9442 -0.1264 0.002
N 1.6204 0.2951 0.2629 0.051
C -1.3483 -0.0025 -0.5902 -0.172
C -1.4013 0.4680 0.8378 -0.169
C 1.7625 -0.8244 -0.5278 -0.439
C -0.4409 1.0861 -0.1223 0.027
H 1.6197 -0.5843 -1.6037 0.132
H 1.6026 0.0764 1.2638 0.103
H -1.0268 -0.1988 1.6161 0.109
H 0.8480 1.2037 -0.0943 0.039
H -0.9456 -0.9964 -0.7923 0.104
H -2.1225 0.3062 -1.2985 0.107
H -2.2160 1.1151 1.1751 0.106
```

E_HOMO ... -9.4 eV
Orbital gap ... 8.6 eV

---

Which structure wins on stability? version ii wins.